[1]
The following is a quantum chemistry calculation of a structure of composition C54H46GaN3O3PS2Te at a distorted geometry, from the Open Molecules 2025 dataset.

Geometry as XYZ:
```
111
Properties=species:S:1:pos:R:3:forces:R:3
Te 1.15766 -5.51399 -0.44060 0.3 -0.3 -0.6
Ga 0.04776 0.00734 0.03431 -0.3 0.6 1.2
S -4.23328 -0.13870 0.46125 0.2 0.1 -0.3
S -1.49450 -0.54980 1.75161 0.3 -0.3 0.5
P 1.00320 3.13409 0.63045 0.0 0.1 0.0
O 0.08340 1.93218 0.50381 -0.2 -0.1 -0.2
O 3.09906 1.71422 -2.50034 0.1 -0.1 -0.3
O 1.07835 0.22002 -1.42949 0.5 0.0 -0.6
N 1.62476 -0.31799 1.50307 -0.2 -0.3 -0.2
N 0.67408 -2.48492 -0.42492 -0.8 0.4 -0.3
N -1.94304 0.21472 -0.67187 0.4 -0.1 0.6
C 0.67717 5.73623 1.46822 0.0 0.0 0.0
C -1.10336 4.23022 2.08884 0.1 -0.1 -0.1
C 0.33760 -6.17758 -4.70094 0.1 0.0 -0.1
C 1.14954 -0.45966 -2.57144 -0.1 0.0 -0.2
C -1.18279 -5.85093 -2.41521 0.0 0.0 0.3
C 2.11682 -2.60566 -0.51274 0.2 0.1 0.0
C 0.03942 6.76513 2.13418 0.0 0.0 0.0
C 2.22491 5.14039 -3.26257 0.0 0.0 0.0
C 0.68789 3.78513 -2.01964 -0.1 -0.1 0.1
C -2.59854 0.85923 -2.96780 0.0 0.0 0.2
C 1.56555 3.80322 -0.94266 0.1 -0.1 0.7
C 2.45989 -3.92790 -1.17944 -0.1 -0.2 0.4
C 0.95752 -5.97095 -3.48119 0.2 0.0 0.1
C -4.97501 0.84711 -3.40492 -0.1 0.0 0.0
C 2.15662 2.72590 3.07983 -0.1 0.1 0.1
C -1.44942 -2.62499 -1.45230 -0.7 -0.3 0.1
C -0.02605 -2.29810 -1.50233 0.4 -0.3 0.7
C 1.80970 0.10455 -3.67829 -0.2 -0.3 0.4
C -2.86302 0.48661 -1.65395 -0.6 0.2 -0.3
C 2.68647 2.18020 -4.78333 0.2 0.4 -0.3
C 0.10712 4.46851 1.45183 0.3 -0.3 -0.2
C -1.16230 6.52515 2.78603 0.0 0.0 0.0
C 0.56282 -1.73625 -2.72463 0.3 0.4 -0.1
C 1.18031 -2.49869 -6.38314 0.0 -0.1 0.1
C -1.80128 -6.06117 -3.63448 -0.1 -0.1 -0.1
C 4.54486 1.72138 2.09733 0.1 -0.1 -0.1
C -4.19202 0.33029 -1.22706 0.2 0.0 0.1
C 1.19633 -1.80442 -5.05741 0.0 0.0 0.1
C 3.57636 2.16229 1.20888 0.0 0.1 0.0
C -3.66284 1.03274 -3.83137 0.1 0.0 0.0
C 3.12270 2.26997 3.95910 0.0 -0.1 0.0
C -2.29878 -2.38745 -2.53404 0.2 -0.1 0.1
C -1.96334 -3.25534 -0.31201 0.1 0.0 0.0
C 2.38758 2.68337 1.70957 -0.3 0.3 -0.4
C 1.60438 2.36153 -5.64195 0.1 -0.1 0.1
C 3.10787 5.13271 -2.19762 0.1 0.1 -0.1
C -1.73614 5.26441 2.75660 -0.1 0.0 0.1
C 2.94894 3.75375 -7.06335 0.0 0.0 0.0
C 0.20069 -5.79500 -2.33035 0.2 0.0 0.4
C 4.32233 1.77870 3.46522 -0.1 0.0 0.0
C 1.02038 4.45910 -3.17871 -0.1 0.1 0.0
C -3.28782 -3.64178 -0.26419 0.0 0.0 0.1
C -1.04409 -6.22221 -4.78289 -0.1 0.0 0.0
C 2.77604 4.47923 -1.02727 -0.1 -0.1 0.1
C -2.50991 -0.12776 0.46921 -0.4 0.2 -0.4
C 0.57824 -2.38057 -3.95008 0.1 0.2 -0.1
C 1.82577 -0.58391 -4.89152 -0.1 -0.1 0.2
C -3.62391 -2.77614 -2.47683 -0.1 -0.1 -0.1
C 2.56931 1.36885 -3.54067 0.1 0.0 0.2
C -5.25503 0.50813 -2.09427 0.0 0.0 0.0
C -4.12118 -3.40851 -1.34816 0.0 0.0 -0.1
C 4.03199 3.56995 -6.21897 0.1 0.1 0.0
C 3.89740 2.80099 -5.07830 -0.1 -0.1 0.2
C 1.73472 3.15393 -6.76762 -0.1 0.0 -0.1
H 2.49796 -2.64265 0.51219 0.1 0.1 -0.1
H 3.73083 2.10542 0.13916 0.1 0.0 -0.1
H 3.49785 -4.17965 -0.98017 0.0 -0.1 -0.1
H -6.26797 0.37790 -1.74941 -0.2 0.0 0.0
H 0.93584 -6.32315 -5.58925 0.1 0.0 -0.1
H 1.70376 -1.91226 -7.13222 0.0 0.0 -0.1
H 2.03771 -5.96031 -3.42629 0.1 0.0 0.0
H -3.67043 -4.13377 0.61745 0.0 0.0 0.1
H -1.77849 -5.73619 -1.52136 -0.1 0.1 0.0
H 4.05266 5.64749 -2.27248 0.1 0.1 0.0
H 0.47831 7.75080 2.14572 0.0 0.1 0.0
H -1.64969 7.32628 3.32019 -0.1 0.1 0.0
H 4.98176 4.02739 -6.45058 0.1 0.0 0.0
H 2.60212 -1.78087 -1.04943 0.0 0.0 0.1
H 2.56221 -0.16999 1.13203 -0.1 -0.1 0.1
H 2.30570 -3.86960 -2.25237 -0.1 -0.1 -0.1
H 1.65058 -3.47553 -6.30236 0.1 -0.1 -0.1
H -5.15565 -3.71807 -1.31283 -0.1 0.0 0.0
H -2.87939 -6.10410 -3.68403 -0.1 0.0 0.0
H 0.12803 -3.36070 -4.03851 -0.1 -0.1 0.0
H 1.49084 0.31928 2.28843 0.0 0.0 -0.2
H 4.73217 2.66401 -4.40695 0.1 0.0 0.1
H -3.47522 1.31357 -4.85530 0.0 0.0 -0.1
H -0.24371 3.24096 -1.93311 -0.1 0.0 -0.1
H 5.48127 1.33195 1.72350 0.0 0.0 0.0
H 1.54972 -1.27285 1.85813 0.0 0.2 -0.1
H 0.65651 1.89176 -5.41484 0.0 0.0 0.0
H 5.08397 1.44200 4.15082 0.1 -0.1 0.1
H -1.57452 0.99288 -3.28547 0.1 0.0 -0.1
H 3.45639 4.48687 -0.18758 0.1 0.0 0.0
H 1.22272 3.12701 3.45304 0.0 0.0 0.1
H -4.27376 -2.58338 -3.31684 -0.1 0.0 -0.1
H -1.92202 -1.89641 -3.41931 0.0 0.0 0.0
H 3.04973 4.35917 -7.95021 0.0 0.1 -0.1
H 2.36763 -0.14892 -5.71717 0.0 0.0 -0.1
H 0.33691 4.46462 -4.01358 0.0 0.0 -0.1
H 0.89052 3.29231 -7.42702 -0.1 0.0 0.0
H 2.94380 2.30026 5.02211 0.0 0.0 0.1
H -1.53250 3.23933 2.06068 -0.1 -0.1 0.0
H 2.48107 5.68031 -4.15977 0.0 0.0 -0.2
H -5.78631 0.96519 -4.10575 -0.1 0.1 -0.1
H 0.15484 -2.65323 -6.71216 -0.1 0.0 -0.1
H 1.61631 5.90792 0.96113 0.0 0.1 0.0
H -1.52560 -6.39604 -5.73252 -0.1 0.0 -0.1
H -2.67602 5.08429 3.25669 -0.1 0.0 0.0
H -1.30425 -3.44360 0.52321 0.0 0.0 0.0
```
Positions in Å, forces in eV/Å.

Results
Relative energy (zero: lowest compared OMol25 entry of this formula, charge and spin) ... 10.11 kcal per mole
Total charge ... +1
Total energy ... -5805.88428 hartree
Orbital gap ... 7.162 eV

[2]
The following is a quantum chemistry calculation of a structure of composition C54H47AsBrClF4IN3P2SZr at a distorted geometry, from the Open Molecules 2025 dataset.

Geometry as XYZ:
```
116
Properties=species:S:1:pos:R:3:forces:R:3
I -6.75006 -2.72856 -1.93403 0.1 0.6 0.4
Zr -3.53811 -0.82793 -1.16303 0.2 1.0 -0.5
Br -3.40488 2.38324 4.62062 0.5 0.0 -0.1
As 2.74538 -0.03192 -2.61186 -0.3 -0.2 0.4
Cl -3.64134 -1.80750 -3.41917 -0.1 0.1 0.2
S -2.90188 1.70803 -0.06023 0.0 -0.7 0.0
P -0.18089 1.86932 3.40891 0.0 0.4 0.4
P -0.83551 -0.44739 -2.14008 -0.1 0.0 -0.4
F -1.23624 3.45171 9.07399 0.0 0.3 0.3
F 1.34496 2.84119 8.29604 -0.5 -0.1 0.0
F -3.30722 3.01839 7.51836 1.4 0.1 -0.9
F 1.74274 2.19028 5.77666 1.0 -0.3 -0.3
N -3.05875 -2.12379 -0.01160 0.2 0.4 -0.6
N -4.49936 2.13979 -2.33842 -1.2 0.1 -1.9
N -5.97145 -0.08307 -0.62771 0.2 -1.1 -0.6
C 1.77586 -2.27134 3.96369 1.2 0.8 -0.6
C 4.36331 1.06209 -2.57549 0.9 0.6 -0.4
C -0.52135 2.30891 5.16997 0.0 0.3 1.1
C -1.27726 -2.62292 1.57190 0.1 0.5 0.2
C 0.54422 -2.00648 4.50708 -0.9 1.1 0.0
C 6.33099 2.24957 -1.71140 -1.9 -0.7 1.8
C 1.96067 0.03933 3.16218 0.5 -0.6 0.1
C -3.81136 2.00488 -1.43541 1.3 0.0 1.6
C 2.37913 3.33622 3.03168 1.7 -0.7 1.3
C -3.64992 -3.15271 2.05480 1.0 -2.3 -1.1
C 4.66170 -3.98997 -0.88457 0.6 0.3 0.8
C 3.40265 -1.98134 -0.41067 0.2 0.7 -0.3
C 0.29672 2.72065 7.47737 0.0 0.5 -1.2
C -1.81139 2.56919 5.65631 -0.9 -0.3 -0.5
C 1.02166 3.18421 2.85976 -0.7 -0.2 -1.2
C 5.05526 1.63337 -1.51359 1.0 0.3 -1.3
C 0.49301 2.37196 6.14102 -0.8 0.4 -0.2
C -0.55884 -3.21969 -2.40587 0.2 0.4 -0.1
C 4.74683 -3.68373 -2.23932 -0.1 0.3 1.3
C -8.27638 -0.25637 -1.18767 -0.4 -0.4 -0.3
C 6.15451 1.83155 -4.05429 1.3 0.4 -0.4
C -0.24995 -1.97297 -2.98375 -0.3 -0.9 1.3
C -2.58826 -3.07765 0.91465 -0.4 0.1 1.9
C 4.05139 -3.11543 0.02544 0.0 -1.2 0.8
C 2.57647 5.03748 1.30813 0.7 -0.1 1.0
C 3.15500 4.21779 2.29005 -1.4 0.2 -0.7
C -1.71136 1.36601 -5.66082 0.8 0.4 0.8
C 6.86671 2.32536 -2.95567 0.9 -0.1 -0.4
C -1.39159 0.38791 -4.72535 -0.7 -0.1 -1.0
C 0.72124 0.31535 3.74440 -0.6 -0.8 -0.3
C 4.93418 1.23185 -3.85569 -0.9 -0.5 -0.3
C -1.39860 2.69149 -5.43267 -0.1 0.5 0.3
C -0.78793 0.73382 -3.51745 -0.3 1.1 -0.1
C 0.47745 3.99789 1.85000 -0.4 0.2 0.6
C -2.31384 -4.43949 0.35978 1.0 -0.7 0.8
C 4.11641 -2.54200 -2.67234 -0.9 0.6 1.1
C -0.98178 3.10839 7.81896 -0.2 -0.8 1.1
C 1.20244 4.96848 1.17235 0.3 -0.7 -0.6
C -0.03415 -0.74288 4.33647 0.3 0.6 -0.1
C 3.41575 -1.68172 -1.76636 0.8 -0.3 -1.2
C 0.41686 -2.01132 -4.17498 1.0 0.5 -2.0
C 0.31610 0.24040 -0.87266 0.2 -0.2 -0.1
C -6.25837 1.08264 -0.04229 0.8 0.4 1.3
C -0.45050 2.09368 -3.32704 -0.1 0.1 0.5
C -0.16606 -4.41684 -2.96388 0.7 -0.2 0.2
C -2.05366 2.91464 6.96658 -0.6 0.2 0.6
C 0.56951 -4.42191 -4.13660 0.0 0.6 -1.0
C 1.73624 0.73428 -1.11139 0.4 2.4 -0.2
C 2.46898 -1.27022 3.23851 0.1 -0.5 -0.2
C -8.56955 0.93274 -0.56535 0.2 1.0 0.8
C -6.99537 -0.77260 -1.13863 0.5 0.0 -0.1
C -0.72701 3.08556 -4.28675 0.0 -0.6 1.0
C 0.77602 -3.20952 -4.80664 0.4 -0.6 0.7
C -7.51606 1.58516 0.12811 -1.6 -0.7 -1.3
H -1.81940 3.42603 -6.09244 0.2 0.3 -0.4
H 2.28461 0.75694 -0.15743 0.0 -0.6 -0.2
H -2.99901 -4.79221 -0.36682 -0.7 -0.1 -0.9
H -9.00243 -0.84913 -1.71552 -0.4 0.1 0.0
H 3.40121 -1.56588 2.68717 -0.8 0.5 0.8
H -0.53404 4.13685 -4.02571 -0.1 -0.6 -0.4
H -0.57106 3.90007 1.63016 -0.3 -0.1 -0.2
H -2.21535 1.16808 -6.57210 -0.5 -0.6 -0.6
H 7.89688 2.69158 -3.03521 -0.5 0.0 -0.3
H 0.73319 5.50732 0.37615 -0.4 0.4 -0.1
H 1.00755 -5.31018 -4.58739 -0.4 -0.1 0.3
H -4.55948 -3.63572 1.66085 0.2 0.3 0.4
H 1.73332 1.85693 -1.30991 -0.1 -1.3 -0.2
H -3.20550 -3.70413 2.89767 -0.4 -0.1 -0.2
H 4.61709 1.63302 -0.55904 -0.3 -0.2 1.3
H 2.55909 0.84514 2.70044 -0.5 -0.7 0.1
H 2.26094 -3.21818 4.14599 -0.1 -0.2 -0.3
H -0.49356 -2.77599 0.82545 0.3 0.5 0.2
H -1.08674 -0.58508 4.66803 1.0 0.1 -0.2
H -7.69861 2.47671 0.69096 0.1 0.3 0.1
H -1.06469 -3.29934 -1.47255 -0.5 0.4 0.4
H -9.59142 1.36700 -0.59918 0.9 -0.5 0.1
H 0.73054 -1.08791 -4.67701 -0.3 -0.3 0.3
H 5.24992 -4.82249 -0.50796 -0.3 -0.1 0.0
H 6.69613 1.90457 -5.02056 -1.0 -0.2 0.5
H -5.41903 1.60791 0.42660 -0.2 -0.3 -0.3
H -1.75647 -0.60992 -4.98454 0.4 0.2 0.6
H -1.34661 -1.56346 1.90145 0.2 -0.6 -0.3
H -0.30499 1.03228 -0.44258 0.1 -0.1 0.1
H 3.20411 5.72789 0.72876 -0.4 -0.4 0.2
H 4.19321 4.17776 2.44757 1.2 0.2 0.1
H -1.01511 -3.24590 2.44660 -0.2 0.2 -0.4
H 2.95562 2.73663 3.76653 -0.7 0.3 -0.5
H 0.42704 -0.52123 -0.12086 -0.5 -0.6 0.5
H -1.27442 -4.46791 0.01078 -0.4 -0.3 -0.3
H 5.41376 -4.25926 -2.84679 -0.1 -0.3 -0.5
H -2.35204 -5.13356 1.20202 0.1 -0.2 0.0
H 1.33102 -3.25186 -5.75610 -0.3 0.4 0.5
H 6.83964 2.58754 -0.80281 0.0 0.1 -0.5
H -0.08566 2.40938 -2.33338 -0.1 -0.2 -0.7
H 3.02147 -1.27933 0.33392 -0.2 -0.2 -0.3
H -3.76996 -2.17407 2.34963 -0.9 2.2 0.8
H -0.03116 -2.74800 5.03851 0.1 -0.2 0.0
H 4.06273 -3.32482 1.12278 0.1 0.0 -1.1
H -0.31401 -5.32815 -2.40064 -0.2 -0.1 -0.1
H 4.32703 0.86124 -4.68688 0.5 0.1 0.0
H 4.17051 -2.31280 -3.70752 -0.1 0.5 -0.8
```
Positions in Å, forces in eV/Å.

Results
Relative energy (zero: lowest compared OMol25 entry of this formula, charge and spin) ... 40.72 kcal per mole
Total energy ... -9345.30931 hartree
Orbital gap ... 8.275 eV